DFT (ωB97M-V with the def2-TZVPD basis set) results for one molecule with the formula C4H6O2.

- Total charge: 0
- HOMO-LUMO gap (spin up / spin down): 8.504 / 8.505 eV
- Multiplicity: 1
- Highest occupied orbital energy (spin up / spin down): -0.2975 / -0.2975 hartree
- Relative energy (zero: lowest compared OMol25 entry of this formula, charge and spin): 664.3 kJ/mol

Each line ends with the Mulliken charge.
Positions of all 12 atoms, in Å:
O -0.94 -0.68 1.47  -0.26
C -1.90 -0.91 0.62  -0.19
C -0.86 0.44 0.16  -0.41
C 0.65 0.58 0.27  0.15
C 1.53 -0.18 -0.61  -0.40
O 1.23 1.19 -0.87  -0.44
H -1.69 -1.89 0.10  0.08
H -1.41 1.33 0.45  0.29
H -1.04 0.14 -0.88  0.28
H 1.04 0.94 1.23  0.40
H 2.56 -0.38 -0.31  0.27
H 1.10 -0.89 -1.31  0.22

***

DFT (ωB97M-V with the def2-TZVPD basis set) results for one molecule with the formula C10H17N6O5P.

- Total charge: 0
- HOMO-LUMO gap: 9.044 eV
- Multiplicity: 1
- SMILES string: Nc1nc2nn(COCCCCCP(=O)(O)O)nc2c(=O)[nH]1
- Highest occupied orbital energy: -0.3327 hartree
- Relative energy (zero: lowest compared OMol25 entry of this formula, charge and spin): 18.4 kJ/mol

Each line ends with the Mulliken charge.
Positions of all 39 atoms, in Å:
N 5.54 1.52 2.02  -0.51
C 4.42 1.11 1.32  0.28
N 3.73 2.09 0.82  -0.53
C 2.53 1.76 0.21  0.63
N 1.71 2.64 -0.24  -1.01
N 0.67 1.83 -0.67  0.87
C -0.50 2.42 -1.36  -0.47
O -1.42 3.03 -0.40  -0.47
C -2.02 2.19 0.62  -0.58
C -2.98 1.13 0.09  -0.77
C -2.45 -0.28 0.30  0.12
C -3.32 -1.35 -0.41  -0.84
C -2.64 -2.75 -0.23  -0.83
P -1.03 -3.00 -1.10  1.02
O -0.71 -1.95 -2.07  -0.72
O 0.19 -3.10 -0.15  -0.42
O -1.07 -4.31 -1.98  -0.55
N 0.80 0.49 -0.43  -0.38
C 2.00 0.44 0.11  0.32
C 2.86 -0.55 0.67  0.21
O 2.53 -1.73 0.87  -0.67
N 4.03 -0.21 1.26  -0.15
H 5.62 2.54 1.92  0.32
H 6.39 1.00 1.82  0.24
H -0.15 3.17 -2.07  0.30
H -1.01 1.63 -1.91  0.36
H -1.24 1.73 1.20  0.33
H -2.58 2.87 1.29  0.39
H -3.14 1.31 -0.96  0.35
H -3.93 1.27 0.62  0.44
H -1.46 -0.33 -0.12  -0.08
H -2.41 -0.49 1.36  0.31
H -4.28 -1.36 0.06  0.46
H -3.45 -1.08 -1.47  0.37
H -2.52 -2.99 0.82  0.47
H -3.39 -3.47 -0.66  0.39
H 0.65 -2.26 -0.37  0.25
H -0.43 -4.09 -2.66  0.30
H 4.44 -0.87 1.87  0.28

***

DFT (ωB97M-V with the def2-TZVPD basis set) results for C27H72HgO27S9 as an isolated structure.

- Total charge: +2
- HOMO-LUMO gap: 10.675 eV
- Multiplicity: 1
- Highest occupied orbital energy: -0.5576 hartree
- Relative energy (zero: lowest compared OMol25 entry of this formula, charge and spin): 160.6 kJ/mol

Each line ends with the Mulliken charge.
Positions of all 136 atoms, in Å:
Hg -0.08 0.29 -0.28  7.59
O 0.31 0.00 -2.98  -0.85
S 0.21 0.47 -4.33  1.16
O -0.03 1.87 -4.60  -0.74
O 1.54 0.02 -5.12  -0.45
C 2.11 -1.26 -4.80  0.35
C 3.56 -1.29 -5.30  -1.41
C -0.98 -0.50 -5.27  -0.77
H 1.52 -2.02 -5.32  0.50
H 2.09 -1.47 -3.73  -0.11
H 4.14 -1.92 -4.63  0.17
H 4.01 -0.29 -5.26  0.35
H 3.68 -1.66 -6.31  0.42
H -0.75 -0.35 -6.32  0.47
H -1.99 -0.17 -5.05  0.25
H -0.75 -1.49 -4.88  0.10
O 0.46 -1.35 1.58  -0.05
S 0.38 -2.75 1.93  0.60
O -0.86 -3.50 1.98  -0.75
O 1.37 -3.51 0.90  0.10
C 1.23 -4.90 0.67  -0.20
C 2.45 -5.65 1.21  -1.31
C 1.28 -2.92 3.48  -1.20
H 1.10 -5.12 -0.39  0.14
H 0.39 -5.36 1.19  0.43
H 2.38 -6.70 0.94  0.44
H 2.53 -5.68 2.30  0.30
H 3.36 -5.22 0.80  0.18
H 1.37 -3.97 3.76  0.38
H 0.79 -2.32 4.23  0.37
H 2.30 -2.67 3.18  0.28
O -1.14 -1.87 -0.85  -1.43
S -2.03 -2.83 -1.48  1.00
O -2.81 -2.42 -2.62  -0.96
O -1.16 -4.10 -1.94  0.24
C -1.64 -4.95 -3.05  -0.26
C -0.55 -5.93 -3.41  -1.25
C -3.14 -3.62 -0.29  -0.98
H -1.96 -4.30 -3.85  0.32
H -2.52 -5.47 -2.65  0.34
H 0.42 -5.45 -3.52  0.23
H -0.93 -6.32 -4.36  0.44
H -0.36 -6.80 -2.78  0.32
H -4.10 -3.64 -0.81  0.57
H -3.22 -3.00 0.60  -0.07
H -2.75 -4.57 0.04  0.40
O 3.43 2.98 -0.47  -0.79
S 2.39 2.78 -1.44  1.13
O 1.38 1.75 -1.17  -0.87
O 1.68 4.15 -1.84  -0.06
C 2.26 5.38 -1.36  0.21
C 1.63 6.64 -1.91  -1.42
C 3.13 2.31 -3.00  -1.10
H 3.31 5.36 -1.68  0.43
H 2.30 5.32 -0.28  -0.05
H 1.59 6.69 -3.00  0.38
H 2.25 7.50 -1.65  0.40
H 0.60 6.76 -1.55  0.27
H 2.63 2.86 -3.80  0.46
H 3.14 1.26 -3.28  -0.12
H 4.10 2.80 -3.05  0.56
O -4.00 2.10 -0.96  -0.71
S -3.54 0.84 -1.44  0.67
O -2.11 0.59 -1.40  -0.52
O -4.19 -0.33 -0.55  0.02
C -5.61 -0.20 -0.23  -0.06
C -6.13 -1.51 0.30  -1.14
C -4.22 0.39 -3.07  -0.81
H -6.16 0.31 -1.03  0.56
H -5.60 0.52 0.59  -0.18
H -5.32 -1.92 0.91  0.14
H -6.32 -2.27 -0.45  0.35
H -7.09 -1.41 0.80  0.46
H -3.89 1.11 -3.83  0.50
H -5.31 0.44 -3.10  0.48
H -3.72 -0.54 -3.33  -0.03
O 4.05 -0.71 -1.91  -0.73
S 3.20 -1.52 -1.08  0.42
O 1.81 -1.16 -0.91  -1.02
O 3.16 -3.04 -1.66  0.55
C 4.47 -3.63 -1.87  -0.56
C 4.40 -4.59 -3.06  -1.40
C 4.09 -1.74 0.51  -0.40
H 4.72 -4.24 -0.99  0.27
H 5.28 -2.91 -1.93  0.55
H 3.94 -4.14 -3.93  0.26
H 3.92 -5.51 -2.72  0.36
H 5.42 -4.91 -3.30  0.40
H 5.07 -2.08 0.17  0.55
H 3.63 -2.56 1.06  -0.15
H 4.11 -0.82 1.07  0.14
O 2.82 -0.06 3.37  -0.78
S 2.33 1.17 2.78  0.83
O 1.56 1.13 1.56  -1.12
O 1.39 1.87 3.92  0.40
C 1.54 1.48 5.30  -0.22
C 0.87 2.56 6.16  -1.12
C 3.57 2.48 2.67  -0.99
H 2.59 1.38 5.61  0.49
H 1.08 0.50 5.39  0.09
H 1.37 3.52 6.03  0.30
H 0.94 2.25 7.19  0.43
H -0.09 2.75 5.67  0.13
H 4.00 2.61 3.66  0.45
H 3.16 3.36 2.20  0.06
H 4.27 2.06 1.94  0.46
O -0.81 2.55 0.53  -0.80
S -1.13 3.51 1.57  0.44
O -1.21 3.20 2.99  -0.74
O -0.11 4.73 1.33  0.41
C 0.01 5.66 2.44  0.05
C 1.08 6.64 2.10  -1.35
C -2.66 4.30 1.07  -1.05
H 0.29 5.17 3.37  0.14
H -0.95 6.17 2.56  0.31
H 1.40 7.31 2.89  0.43
H 0.81 7.30 1.27  0.33
H 1.96 6.13 1.68  0.19
H -3.46 3.64 1.40  0.09
H -2.47 4.41 0.00  0.32
H -2.78 5.25 1.59  0.49
O -3.47 -1.26 2.52  -0.86
S -2.78 -0.02 2.52  0.80
O -1.82 0.31 1.50  -1.12
O -3.88 1.21 2.58  0.33
C -5.08 0.95 3.31  -0.33
C -5.34 2.15 4.25  -1.30
C -1.95 0.22 4.13  -0.30
H -4.99 0.10 3.98  0.41
H -5.92 0.82 2.64  0.33
H -5.23 3.06 3.65  0.27
H -4.56 2.17 5.01  0.30
H -6.34 2.12 4.67  0.43
H -2.49 -0.18 4.98  0.59
H -1.61 1.25 4.19  0.04
H -1.04 -0.38 4.10  -0.32

***

DFT (ωB97M-V with the def2-TZVPD basis set) results for a 2-piece molecular cluster, C4H7Cl3O overall.

- Total charge: 0
- HOMO-LUMO gap: 10.335 eV
- Multiplicity: 1
- SMILES string: ClC(Cl)Cl.CC(C)=O
- Highest occupied orbital energy: -0.3598 hartree
- Relative energy (zero: lowest compared OMol25 entry of this formula, charge and spin): 48.4 kJ/mol

Each line ends with the Mulliken charge.
Positions of all 15 atoms, in Å:
Cl -2.99 -1.68 -2.17  -0.11
C -3.98 -0.51 -1.22  0.04
Cl -4.04 -0.85 0.57  -0.12
Cl -5.67 -0.63 -1.87  -0.12
H -3.52 0.48 -1.28  0.32
C 2.88 1.16 0.02  -0.96
C 1.51 0.68 0.65  0.69
C 1.53 -0.71 1.17  -0.92
O 0.45 1.31 0.59  -0.57
H 3.72 0.63 0.46  0.32
H 3.02 2.23 0.16  0.32
H 2.76 1.13 -1.07  0.26
H 0.90 -0.63 2.06  0.29
H 2.49 -1.18 1.36  0.30
H 0.96 -1.44 0.58  0.27

***

DFT (ωB97M-V with the def2-TZVPD basis set) results for C36H30HoN6O2S4 as an isolated structure.

- Total charge: -1
- HOMO-LUMO gap (spin up / spin down): 5.355 / 5.347 eV
- Multiplicity: 5
- Highest occupied orbital energy (spin up / spin down): -0.1570 / -0.1569 hartree

Each line ends with the Mulliken charge.
Positions of all 79 atoms, in Å:
Ho 3.35 1.71 21.62  0.24
C 7.04 -0.24 18.15  -1.66
C 6.90 -0.98 19.45  0.94
C 7.64 -2.14 19.58  -0.72
C 7.50 -2.98 20.69  -0.89
C 6.55 -2.67 21.66  -0.85
C 5.78 -1.53 21.55  1.17
C 4.70 -1.33 22.56  -0.98
C 6.01 -0.58 20.50  -0.12
N 5.44 0.64 20.53  0.56
C 6.22 1.77 20.08  -0.37
O 7.44 1.83 20.13  -0.72
C 5.46 2.94 19.64  0.47
C 6.06 4.18 19.29  -0.56
C 5.23 5.26 18.94  -0.52
C 3.84 5.07 18.86  -0.80
C 3.30 3.84 19.26  0.33
N 4.12 2.88 19.73  0.33
C 1.85 3.58 19.35  -0.23
O 1.02 4.21 18.71  -0.74
N 1.53 2.54 20.27  1.44
C 0.28 1.98 20.21  -1.27
C 0.03 1.02 19.20  1.63
C 1.13 0.59 18.25  -1.22
C -1.22 0.46 19.08  -0.98
C -2.25 0.87 19.92  -0.78
C -2.02 1.83 20.91  -1.05
C -0.78 2.40 21.08  1.46
C -0.58 3.40 22.18  -1.19
H 7.28 -1.00 17.38  0.57
H 7.85 0.50 18.17  0.24
H 6.11 0.27 17.89  0.22
H 8.39 -2.38 18.84  0.41
H 8.12 -3.88 20.77  0.34
H 6.42 -3.32 22.55  0.34
H 4.68 -2.16 23.27  0.39
H 3.70 -1.26 22.11  0.12
H 4.82 -0.42 23.17  0.16
H 7.14 4.29 19.34  0.51
H 5.68 6.23 18.69  0.42
H 3.17 5.88 18.58  0.53
H 1.43 1.39 17.58  0.25
H 0.80 -0.25 17.65  0.44
H 2.03 0.26 18.79  0.06
H -1.40 -0.32 18.35  0.32
H -3.24 0.43 19.83  0.36
H -2.85 2.14 21.55  0.35
H -1.45 3.43 22.84  0.45
H -0.44 4.41 21.78  0.27
H 0.31 3.15 22.79  0.12
N 6.43 4.03 24.55  -0.06
C 7.67 3.45 24.80  -0.15
C 8.66 4.06 25.61  -0.94
C 9.92 3.49 25.66  -0.34
C 10.25 2.29 24.97  -0.87
C 9.27 1.71 24.19  -0.66
C 7.96 2.27 24.13  1.03
S 6.87 1.40 23.20  -0.11
N 5.59 2.51 22.95  0.35
C 5.56 3.65 23.54  0.01
C 4.53 4.65 23.23  1.04
C 4.63 6.00 23.66  -1.27
C 3.64 6.91 23.35  -0.69
C 2.55 6.49 22.56  -1.18
C 2.51 5.16 22.18  -0.04
N 3.47 4.24 22.46  0.82
H 6.17 4.87 25.06  0.23
H 8.45 4.99 26.14  0.37
H 10.73 3.99 26.22  0.32
H 11.26 1.88 25.06  0.36
H 9.49 0.84 23.58  0.44
H 5.52 6.33 24.20  0.45
H 3.71 7.95 23.68  0.39
H 1.72 7.15 22.26  0.47
H 1.67 4.78 21.59  0.16
S 0.70 -0.05 25.34  -0.34
C 1.61 0.49 24.07  0.22
S 1.38 -0.01 22.40  -0.43
S 2.88 1.66 24.28  -0.40

***

DFT (ωB97M-V with the def2-TZVPD basis set) results for a 7-piece molecular cluster, C63H133N7O7 overall.

- Total charge: 0
- HOMO-LUMO gap: 8.460 eV
- Multiplicity: 1
- SMILES string: CC1(C)CCCC(C)(C)N1O.CC1(C)CCCC(C)(C)N1O.CC1(C)CCCC(C)(C)N1O.CC1(C)CCCC(C)(C)N1O.CC1(C)CCCC(C)(C)N1O.CC1(C)CCCC(C)(C)N1O.CC1(C)CCCC(C)(C)N1O
- Highest occupied orbital energy: -0.2919 hartree
- Relative energy (zero: lowest compared OMol25 entry of this formula, charge and spin): 0.0 kJ/mol

Each line ends with the Mulliken charge.
Positions of all 210 atoms, in Å:
C -3.12 2.66 -2.82  -2.48
C -4.51 3.11 -3.22  1.73
C -4.35 4.11 -4.38  -1.74
C -5.25 1.88 -3.72  -1.46
C -6.76 2.09 -3.84  -0.72
C -7.28 2.61 -2.51  -1.50
C -6.61 3.84 -1.95  1.94
C -7.10 5.09 -2.74  -1.72
C -6.95 3.98 -0.48  -2.16
N -5.16 3.68 -2.06  0.88
O -4.49 4.85 -1.63  -0.55
H -2.48 2.37 -3.65  0.59
H -2.59 3.38 -2.20  0.39
H -3.16 1.79 -2.16  0.71
H -3.98 3.63 -5.29  0.42
H -5.24 4.70 -4.58  0.37
H -3.55 4.81 -4.10  0.33
H -4.79 1.54 -4.65  0.51
H -5.12 1.04 -3.02  0.37
H -6.94 2.79 -4.66  0.31
H -7.27 1.16 -4.09  0.45
H -7.14 1.79 -1.78  0.41
H -8.37 2.72 -2.53  0.38
H -7.52 4.77 -3.69  0.32
H -6.29 5.79 -2.88  0.27
H -7.94 5.57 -2.23  0.47
H -6.58 3.16 0.14  0.37
H -8.04 3.96 -0.35  0.49
H -6.68 4.94 -0.04  0.44
H -4.30 4.67 -0.70  0.30
C -0.24 5.63 -3.05  -1.72
C 0.35 5.20 -4.40  2.19
C 1.88 5.07 -4.25  -1.92
C -0.25 3.82 -4.68  0.52
C -0.10 3.41 -6.15  -1.23
C -0.56 4.49 -7.13  -1.13
C -0.01 5.89 -6.84  1.59
C 1.43 6.00 -7.38  -1.81
C -0.89 6.89 -7.56  -1.86
N -0.10 6.15 -5.40  0.42
O 0.46 7.43 -5.12  -0.53
H 0.04 4.93 -2.26  0.13
H 0.12 6.62 -2.77  0.54
H -1.33 5.70 -3.09  0.25
H 2.37 5.99 -4.58  0.39
H 2.18 4.85 -3.22  0.39
H 2.26 4.29 -4.91  0.34
H 0.33 3.07 -4.14  0.15
H -1.30 3.80 -4.42  -1.13
H 0.95 3.15 -6.33  0.47
H -0.65 2.49 -6.33  0.46
H -1.65 4.56 -7.05  0.26
H -0.23 4.15 -8.11  0.48
H 1.41 5.88 -8.47  0.46
H 2.08 5.24 -6.95  0.36
H 1.80 7.01 -7.22  0.33
H -1.94 6.79 -7.25  0.36
H -0.83 6.82 -8.65  0.36
H -0.74 7.95 -7.30  0.39
H -0.30 7.99 -4.95  0.34
C 1.77 -2.05 5.77  -2.18
C 2.67 -0.83 5.57  2.75
C 3.48 -1.01 4.30  -1.79
C 1.77 0.40 5.42  -1.49
C 1.02 0.74 6.69  -0.26
C 2.03 1.01 7.82  -1.43
C 3.13 -0.05 7.98  1.54
C 4.32 0.60 8.66  -2.17
C 2.68 -1.22 8.88  -1.61
N 3.56 -0.50 6.67  0.39
O 4.69 -1.35 6.75  -0.53
H 1.08 -1.96 6.60  0.35
H 1.21 -2.32 4.87  0.29
H 2.38 -2.91 6.06  0.54
H 4.12 -0.13 4.14  0.47
H 4.08 -1.91 4.32  0.64
H 2.82 -1.03 3.43  -0.13
H 2.40 1.29 5.28  0.46
H 1.13 0.34 4.54  0.10
H 0.40 1.63 6.55  0.29
H 0.37 -0.04 7.09  0.27
H 1.53 1.24 8.76  0.42
H 2.59 1.92 7.54  0.41
H 4.02 1.08 9.60  0.40
H 4.76 1.40 8.05  0.44
H 5.11 -0.10 8.93  0.46
H 3.50 -1.65 9.47  0.39
H 2.24 -2.02 8.28  0.32
H 1.96 -0.92 9.65  0.32
H 5.40 -0.82 6.38  0.34
C 2.51 -9.08 3.43  -1.71
C 1.37 -8.56 2.55  1.34
C 1.10 -9.63 1.49  -2.04
C 0.09 -8.44 3.38  -1.18
C 0.04 -7.20 4.29  -0.87
C 0.35 -5.93 3.47  -0.88
C 1.60 -6.04 2.60  2.37
C 1.49 -4.94 1.53  -2.58
C 2.89 -5.72 3.37  -1.95
N 1.63 -7.31 1.89  0.88
O 2.60 -7.40 0.88  -0.46
H 2.70 -8.46 4.31  0.32
H 2.27 -10.08 3.82  0.46
H 3.45 -9.17 2.90  0.33
H 0.70 -10.53 1.95  0.46
H 0.41 -9.25 0.73  0.40
H 1.99 -9.90 0.92  0.36
H -0.80 -8.42 2.75  0.40
H 0.00 -9.32 4.02  0.44
H -0.97 -7.16 4.68  0.43
H 0.81 -7.26 5.07  0.35
H 0.53 -5.14 4.20  -0.04
H -0.52 -5.58 2.91  0.57
H 0.86 -5.21 0.69  0.39
H 2.47 -4.64 1.16  0.49
H 1.03 -4.03 1.93  0.42
H 3.03 -4.65 3.50  0.35
H 3.73 -6.04 2.75  0.43
H 2.98 -6.24 4.33  0.33
H 2.09 -7.19 0.08  0.22
C -0.63 0.17 -2.85  -1.84
C -0.10 0.34 -1.42  2.47
C -0.30 1.81 -1.01  0.61
C -0.92 -0.60 -0.54  -1.47
C -0.27 -0.93 0.79  0.08
C 1.14 -1.42 0.55  0.05
C 2.01 -0.44 -0.22  2.37
C 2.40 0.74 0.68  -1.55
C 3.26 -1.21 -0.60  -2.15
N 1.29 -0.11 -1.43  1.23
O 2.08 0.71 -2.28  -0.58
H -1.71 0.27 -2.87  0.53
H -0.11 0.81 -3.55  0.13
H -0.45 -0.87 -3.15  0.09
H -1.32 2.15 -0.84  -0.74
H 0.18 2.00 -0.04  -0.82
H 0.24 2.42 -1.74  0.11
H -1.86 -0.09 -0.30  0.26
H -1.23 -1.50 -1.08  0.43
H -0.24 -0.07 1.48  -0.78
H -0.89 -1.66 1.30  0.81
H 1.10 -2.38 0.01  -1.07
H 1.61 -1.71 1.49  -0.10
H 1.71 0.95 1.50  0.02
H 2.50 1.66 0.09  0.30
H 3.39 0.64 1.14  0.41
H 2.99 -1.97 -1.34  0.19
H 3.69 -1.77 0.23  0.40
H 4.05 -0.60 -1.06  0.44
H 2.24 0.15 -3.05  0.34
C 0.27 3.97 2.14  -1.95
C -0.46 4.26 3.45  2.53
C 0.54 4.26 4.61  -2.02
C -1.02 5.68 3.40  -1.66
C -2.31 5.82 2.60  -0.36
C -3.33 4.88 3.19  -1.25
C -2.86 3.43 3.06  1.85
C -3.87 2.56 3.81  -2.12
C -2.89 2.96 1.61  -1.10
N -1.57 3.33 3.75  0.23
O -1.11 1.97 3.76  -0.25
H -0.31 4.30 1.27  -0.02
H 1.19 4.55 2.07  0.67
H 0.47 2.91 1.99  0.20
H 1.03 3.31 4.81  0.25
H 1.36 4.96 4.40  0.41
H 0.03 4.62 5.51  0.51
H -1.17 6.11 4.39  0.38
H -0.30 6.37 2.95  0.46
H -2.69 6.84 2.50  0.46
H -2.09 5.61 1.54  0.12
H -4.27 4.94 2.64  0.41
H -3.48 5.05 4.26  0.40
H -3.56 1.52 3.85  0.42
H -4.85 2.65 3.34  0.35
H -4.00 2.91 4.85  0.47
H -3.72 3.38 1.03  -0.06
H -2.90 1.88 1.44  0.43
H -1.99 3.30 1.07  -0.15
H -0.77 1.91 4.66  0.26
C 4.34 -6.45 -4.00  -2.07
C 3.39 -5.36 -3.54  1.86
C 3.90 -4.75 -2.21  -1.36
C 3.44 -4.24 -4.59  -1.62
C 2.26 -3.28 -4.55  0.70
C 0.95 -4.05 -4.65  -1.59
C 0.82 -5.13 -3.59  2.04
C 0.39 -4.52 -2.23  -1.22
C -0.33 -6.06 -4.01  -2.00
N 2.04 -5.93 -3.52  -0.12
O 1.95 -6.90 -2.48  -0.27
H 4.02 -6.89 -4.94  0.48
H 5.35 -6.05 -4.15  0.38
H 4.41 -7.21 -3.22  0.38
H 3.24 -3.93 -1.93  0.05
H 3.86 -5.51 -1.43  0.22
H 4.88 -4.35 -2.44  0.55
H 4.35 -3.65 -4.48  0.48
H 3.51 -4.69 -5.59  0.34
H 2.26 -2.68 -3.63  -0.72
H 2.31 -2.59 -5.39  0.52
H 0.89 -4.51 -5.64  0.33
H 0.11 -3.38 -4.52  0.44
H 1.24 -4.14 -1.65  -0.27
H -0.08 -5.29 -1.61  0.51
H -0.30 -3.70 -2.38  0.34
H -1.28 -5.54 -3.95  0.34
H -0.35 -6.93 -3.36  0.49
H -0.23 -6.42 -5.04  0.43
H 1.75 -7.70 -2.98  0.32

***

What did we get for total energy? Answer: -8333.5765, -39114.2729, -186123.6562, -43875.5223, -120000.0593, -92244.3992 eV, in the order shown.